1.
Here is an isolated ion of composition C3H6NO2 and charge -1 at a distorted geometry from the OMol25 dataset. Energies are from the ωB97M-V functional and the def2-TZVPD basis.

Element x y z (Å)
O1 -1.088 1.853 -0.762
C1 -0.294 0.938 -0.441
N1 -0.388 0.204 0.725
C2 0.456 -1.182 1.348
O2 0.228 -2.318 0.645
C3 0.877 0.639 -1.521
H1 -1.271 -0.078 1.074
H2 1.477 -0.741 1.358
H3 -0.057 -1.038 2.315
H4 1.685 0.008 -1.172
H5 1.398 1.579 -1.751
H6 0.134 0.199 -2.284

* calculated total energy: -8792.8489 eV
* SMILES: CC(=O)NC[O-]
* LUMO energy: 0.1587 hartree
* orbital gap: 7.866 eV
* charge: -1

***

2.
Here is a 2-piece molecular cluster, C3H6NO3 overall at a distorted geometry from the OMol25 dataset. Energies are from the ωB97M-V functional and the def2-TZVPD basis.

Element x y z (Å)
O1 1.423 0.064 -1.542
C1 2.043 0.329 -0.441
O2 1.535 0.627 0.611
H1 3.138 0.253 -0.531
O3 -1.463 -1.063 1.969
C2 -1.054 -0.837 0.868
C3 -1.469 0.415 0.101
N1 -1.068 0.329 -1.270
H2 -0.380 -1.527 0.327
H3 -2.539 0.496 0.250
H4 -0.984 1.242 0.626
H5 -1.345 1.169 -1.777
H6 -0.003 0.205 -1.386

* calculated total energy: -10837.8990 eV
* LUMO energy (spin up / spin down): 0.0214 / -0.1413 hartree
* spin multiplicity: 2
* expectation value of S²: 0.759
* orbital gap (spin up / spin down): 10.853 / 6.196 eV
* charge: 0

***

3.
Here is a 2-piece molecular cluster, C3H6NO3S overall at a distorted geometry from the OMol25 dataset. Energies are from the ωB97M-V functional and the def2-TZVPD basis.

Element x y z (Å)
C1 1.709 -0.920 -2.586
C2 0.728 -0.095 -1.913
C3 0.243 -0.465 1.206
N1 2.564 -1.602 -3.117
O1 -2.339 -0.298 1.051
O2 -1.357 1.080 2.787
O3 -0.909 1.494 0.134
S1 -1.108 0.450 1.112
H1 0.703 -0.287 -0.778
H2 0.983 0.999 -2.043
H3 -0.327 -0.256 -2.293
H4 0.254 -1.074 2.150
H5 1.105 0.242 1.374
H6 -2.249 0.732 2.916

* calculated total energy: -21675.4747 eV
* LUMO energy: 0.1375 hartree
* orbital gap: 7.992 eV
* charge: -1

***

Relative energy (zero: lowest compared OMol25 entry of this formula, charge and spin) across the listed records, respectively: 54.6, 29.6, 79.5 kcal per mole.